[1]
# C16H29F3N4O4PS

An isolated ion of composition C16H29F3N4O4PS and charge +1 at a distorted geometry (ωB97M-V/def2-TZVPD, OMol25).

XYZ file:
```
58
Properties=species:S:1:pos:R:3:nbo_charge:R:1
C 1.483 1.236 4.957 -0.923
P -0.123 0.431 4.368 0.770
C -0.020 -1.326 5.018 -0.909
C 0.127 0.342 2.493 -0.048
N 1.318 0.652 1.987 -0.197
N 1.442 0.595 0.686 -0.094
C 2.822 0.906 0.191 -0.268
C 3.579 -0.448 -0.091 0.011
O 4.409 -0.432 -1.247 -0.677
C 4.452 -0.939 1.112 0.957
F 5.656 -0.306 1.161 -0.308
F 4.729 -2.275 1.022 -0.315
F 3.853 -0.744 2.323 -0.326
C 0.528 0.287 -0.266 0.258
C 0.889 0.313 -1.786 -0.472
C 0.877 1.749 -2.413 -0.428
C 0.883 1.760 -4.015 -0.216
N -0.159 0.952 -4.638 -0.826
C -0.828 -0.090 0.216 0.114
C -2.006 -0.545 -0.675 -0.500
C -2.361 0.346 -1.929 -0.424
C -2.509 -0.608 -3.181 -0.643
S -3.818 -1.880 -3.017 2.279
O -3.155 -3.174 -2.836 -0.951
O -4.530 -1.912 -4.273 -0.874
O -4.768 -1.643 -1.713 -0.861
C -1.053 -0.067 1.670 0.045
C -2.403 -0.424 2.343 -0.270
N -2.983 0.810 2.910 -0.827
H 2.218 0.416 5.151 0.233
H 1.939 1.873 4.160 0.251
H 1.329 1.830 5.884 0.258
H -0.669 -1.991 4.395 0.236
H -0.314 -1.326 6.091 0.264
H 1.049 -1.653 4.930 0.235
H 2.822 1.620 -0.654 0.257
H 3.380 1.408 1.023 0.271
H 2.813 -1.257 -0.250 0.196
H 4.055 -1.113 -1.840 0.489
H 0.150 -0.375 -2.273 0.236
H 1.889 -0.134 -1.998 0.242
H 1.777 2.365 -2.141 0.220
H 0.003 2.377 -2.096 0.211
H 1.897 1.525 -4.422 0.206
H 0.680 2.824 -4.303 0.217
H -0.112 -0.031 -4.392 0.352
H -1.086 1.346 -4.513 0.361
H -2.946 -0.694 -0.102 0.247
H -1.733 -1.566 -1.069 0.246
H -1.702 1.220 -2.099 0.231
H -3.389 0.763 -1.750 0.241
H -2.753 0.024 -4.060 0.271
H -1.552 -1.174 -3.292 0.246
H -4.484 -2.340 -1.084 0.520
H -2.149 -1.083 3.220 0.211
H -3.099 -1.013 1.712 0.217
H -3.946 0.965 2.624 0.385
H -2.398 1.628 2.773 0.375
```

Calculated values
HOMO-LUMO gap (hartree): 0.25834
F_max (eV Å⁻¹): 4.808
Spin multiplicity: 1
Charge: +1
SMILES string: CP(C)c1n[n+](C[C@@H](O)C(F)(F)F)c(CCCN)c(CCCS(=O)(=O)O)c1CN
HOMO (eV): -11.544

---

[2]
# C16H29FO9Ti

C16H29FO9Ti as an isolated structure at a distorted geometry (ωB97M-V/def2-TZVPD, OMol25).

XYZ file:
```
56
Properties=species:S:1:pos:R:3:lowdin_spin:R:1
Ti -12.225 29.419 -9.687 2.919
C -14.715 24.700 -8.749 0.000
C -14.208 24.914 -10.142 0.000
O -13.329 25.952 -10.346 0.020
H -15.323 23.795 -8.733 0.000
H -15.348 25.505 -8.376 0.000
H -13.775 24.477 -8.245 0.000
H -15.088 25.107 -10.755 0.000
H -13.727 24.004 -10.500 0.000
F -10.517 31.083 -7.230 0.014
C -16.592 30.198 -13.290 0.001
C -16.108 29.895 -14.739 0.000
C -16.038 28.415 -15.062 0.000
O -17.246 28.281 -15.787 0.000
C -17.467 29.493 -16.447 0.000
O -18.195 29.580 -17.452 0.000
O -17.006 30.523 -15.738 0.000
H -15.886 29.855 -12.534 0.003
H -17.610 29.919 -13.019 0.000
H -16.565 31.287 -13.259 0.000
H -15.164 30.431 -14.836 0.000
H -16.182 27.753 -14.208 0.000
H -15.150 28.225 -15.665 0.000
C -7.676 26.785 -13.267 0.000
C -7.994 28.156 -12.630 0.002
C -7.078 28.308 -11.502 0.001
O -6.287 29.407 -11.850 0.000
C -6.633 29.882 -13.027 0.000
O -6.126 30.913 -13.499 0.000
O -7.535 29.119 -13.615 0.000
H -6.646 26.598 -13.571 0.000
H -8.214 26.742 -14.214 0.000
H -8.069 26.069 -12.546 0.000
H -9.060 28.345 -12.501 0.006
H -6.293 27.562 -11.374 0.000
H -7.560 28.488 -10.541 0.001
C -12.876 34.428 -13.316 0.000
C -12.269 33.798 -12.095 0.001
O -12.333 32.557 -11.989 0.030
C -11.767 34.746 -10.979 0.000
H -13.104 35.461 -13.051 0.000
H -13.683 33.826 -13.732 0.000
H -12.171 34.615 -14.126 0.000
H -12.157 34.440 -10.008 0.000
H -11.904 35.776 -11.306 0.000
H -10.711 34.558 -10.785 0.000
C -10.753 26.229 -2.697 0.000
C -11.099 26.895 -4.034 0.000
O -11.887 27.856 -4.096 0.000
C -10.493 26.344 -5.353 0.000
H -10.316 25.236 -2.801 0.000
H -11.753 26.068 -2.295 0.000
H -10.248 26.834 -1.944 0.000
H -11.076 25.425 -5.289 0.000
H -9.457 26.073 -5.151 0.000
H -10.700 26.945 -6.239 0.001
```

Calculated values
HOMO-LUMO gap (spin up / spin down) (hartree): 0.20706 / 0.18699
F_max (eV Å⁻¹): 4.850
Spin multiplicity: 4
Charge: -1
Expectation value of S²: 3.751
HOMO (spin up / spin down) (eV): -3.803 / -3.804

---

[3]
# C16H29N7OsS

C16H29N7OsS as an isolated structure at a distorted geometry (ωB97M-V/def2-TZVPD, OMol25).

XYZ file:
```
54
Properties=species:S:1:pos:R:3:lowdin_spin:R:1
Os 0.686 0.088 -1.438 3.030
N 3.760 3.193 -2.109 0.001
C 2.645 2.497 -1.951 0.017
S 2.619 0.822 -2.515 0.182
N 1.588 3.027 -1.393 0.000
N 0.520 2.266 -1.283 0.037
C -0.642 2.761 -1.005 0.088
C -1.796 1.908 -1.087 0.008
C -3.064 2.367 -0.725 0.021
C -4.158 1.540 -0.916 0.005
C -3.955 0.277 -1.456 0.019
C -2.662 -0.118 -1.769 0.021
N -1.608 0.664 -1.590 0.107
H 4.539 2.800 -2.615 0.000
H 3.781 4.172 -1.866 0.000
H -0.764 3.817 -0.789 0.005
H -3.171 3.356 -0.310 0.001
H -5.148 1.875 -0.658 0.000
H -4.780 -0.389 -1.641 0.001
H -2.473 -1.097 -2.191 0.001
C 0.558 -3.966 -0.802 0.013
C 0.242 -2.852 -1.805 0.056
C -0.109 -3.423 -3.182 0.008
C 1.383 -1.855 -1.891 0.099
H -0.291 -4.634 -0.695 0.002
H 0.805 -3.559 0.177 0.001
H 1.403 -4.547 -1.160 0.001
H -0.667 -2.334 -1.437 0.012
H 0.721 -4.010 -3.566 0.001
H -0.327 -2.627 -3.889 0.001
H -0.978 -4.072 -3.110 0.001
H 1.796 -1.814 -2.906 0.015
H 2.195 -2.109 -1.199 0.019
C 2.420 1.194 1.329 0.014
N 1.273 0.975 2.179 0.018
C 1.190 1.885 3.302 0.003
C 0.313 0.081 1.892 0.019
N 0.182 -0.419 0.669 0.139
N -0.556 -0.283 2.873 0.012
C -1.881 -0.761 2.538 0.002
C -0.108 -0.673 4.197 0.001
H 3.334 1.081 1.916 0.002
H 2.399 2.209 0.924 0.001
H 2.443 0.462 0.511 0.008
H 1.457 2.884 2.952 0.000
H 1.883 1.617 4.100 0.001
H 0.178 1.913 3.694 0.000
H -0.469 -1.202 0.671 0.009
H -1.916 -1.844 2.383 0.000
H -2.251 -0.248 1.651 0.000
H -2.542 -0.523 3.371 0.000
H 0.951 -0.483 4.326 0.000
H -0.275 -1.746 4.330 0.000
H -0.672 -0.144 4.967 0.000
```

Calculated values
HOMO-LUMO gap (spin up / spin down) (hartree): 0.28062 / 0.23309
F_max (eV Å⁻¹): 2.136
Spin multiplicity: 5
Charge: +2
Expectation value of S²: 6.030
HOMO (spin up / spin down) (eV): -14.654 / -14.878

---

[4]
# C16H29N7S2V

C16H29N7S2V as an isolated structure (ωB97M-V/def2-TZVPD, OMol25).

XYZ file:
```
55
Properties=species:S:1:pos:R:3:lowdin_spin:R:1
V -0.106 0.102 1.252 0.954
N 1.724 0.845 2.384 0.015
C 1.501 0.959 3.844 0.001
C 0.646 -0.215 4.277 0.000
N -0.566 -0.194 3.430 0.004
H 2.501 0.210 2.220 0.003
H 2.023 1.742 2.013 0.001
H 0.965 1.893 4.027 0.000
H 2.439 1.007 4.399 0.000
H 0.405 -0.169 5.340 0.000
H 1.169 -1.156 4.089 0.000
H -1.149 0.594 3.713 0.002
H -1.151 -1.007 3.610 0.000
C 2.449 2.994 -2.311 0.000
N 2.788 1.657 -1.829 0.000
C 3.997 1.032 -2.035 0.000
C 3.944 -0.159 -1.421 0.000
N 2.684 -0.277 -0.824 0.000
C 1.987 0.880 -1.087 -0.002
S 0.394 1.371 -0.646 -0.009
C 2.254 -1.479 -0.191 0.006
C 3.040 -2.629 -0.301 -0.001
C 2.614 -3.791 0.314 0.008
C 1.407 -3.804 1.007 -0.001
C 0.696 -2.631 1.054 0.009
N 1.113 -1.483 0.490 0.008
H 3.158 3.257 -3.091 0.000
H 2.508 3.707 -1.492 0.000
H 1.442 2.982 -2.718 0.000
H 4.792 1.495 -2.592 0.000
H 4.699 -0.916 -1.356 0.000
H 3.961 -2.649 -0.858 0.000
H 3.217 -4.685 0.237 0.000
H 1.028 -4.696 1.484 0.000
H -0.264 -2.580 1.558 0.001
C -3.121 2.486 0.082 0.000
N -3.060 1.454 -0.947 -0.001
C -2.871 1.962 -2.307 0.000
C -2.935 0.160 -0.648 -0.001
S -2.447 -0.329 0.954 0.006
N -3.231 -0.765 -1.567 -0.001
C -2.804 -2.152 -1.416 0.000
C -4.272 -0.551 -2.576 0.000
H -3.687 3.326 -0.318 0.000
H -2.119 2.832 0.350 -0.001
H -3.622 2.108 0.967 0.001
H -2.196 2.815 -2.249 0.000
H -3.810 2.286 -2.754 0.000
H -2.408 1.198 -2.926 0.000
H -1.807 -2.189 -0.989 0.000
H -2.783 -2.605 -2.406 0.000
H -3.494 -2.709 -0.780 0.000
H -4.867 0.319 -2.312 0.000
H -4.919 -1.426 -2.572 0.000
H -3.856 -0.424 -3.576 0.000
```

Calculated values
Energy above the lowest of the compared OMol25 structures with the same formula, charge and spin (eV): 0.179
HOMO-LUMO gap (spin up / spin down) (hartree): 0.27313 / 0.24584
F_max (eV Å⁻¹): 0.540
Spin multiplicity: 2
Charge: +2
Expectation value of S²: 0.788
HOMO (spin up / spin down) (eV): -13.077 / -12.480

---

[5]
# C16H29NO10P3S

A 2-piece molecular cluster, C16H29NO10P3S overall at a distorted geometry (ωB97M-V/def2-TZVPD, OMol25).

XYZ file:
```
60
Properties=species:S:1:pos:R:3:nbo_charge:R:1
C -3.359 0.843 -0.836 -0.746
C -2.516 -0.523 -1.186 0.789
O -2.887 -1.652 -0.521 -0.598
O -1.437 -0.652 -2.179 -0.554
C -0.414 0.400 -2.029 -0.096
C 1.052 -0.330 -2.072 -0.735
P 2.192 0.035 -0.585 1.201
O 0.938 0.025 0.671 -0.829
C 1.560 -0.520 1.886 -0.311
P 0.378 -0.521 3.382 1.717
O -1.265 -0.482 2.705 -0.975
O 0.484 -2.057 4.232 -0.941
S 0.508 1.029 4.549 -0.619
C 3.065 0.111 2.003 0.265
O 3.315 1.318 2.803 -0.570
C 3.314 2.544 1.987 0.784
O 4.429 2.968 1.330 -0.520
C 1.997 3.558 1.827 -0.128
C 1.167 4.172 3.130 -0.186
C -0.104 5.213 2.853 -0.256
C -0.620 5.638 1.332 -0.237
C 0.191 5.024 0.046 -0.260
C 1.480 4.028 0.341 -0.175
P 4.116 -1.236 2.934 1.129
N 3.481 -1.444 4.616 -1.169
O 3.975 -2.788 2.081 -0.981
O 3.507 0.171 0.570 -0.795
H -3.324 1.670 -1.668 0.235
H -4.484 0.508 -0.642 0.255
H -2.943 1.230 0.211 0.255
H -0.493 1.070 -3.013 0.165
H -0.586 1.131 -1.133 0.207
H 1.626 0.041 -3.045 0.214
H 0.935 -1.516 -2.119 0.235
H 2.332 -1.400 -0.453 -0.202
H 3.273 0.090 -1.573 -0.162
H 2.182 1.468 -0.765 -0.147
H 1.633 -1.669 1.626 0.243
H -1.545 0.499 2.651 0.512
H -0.472 -2.373 4.320 0.504
H 1.454 3.899 4.237 0.250
H -0.714 5.710 3.745 0.228
H -1.515 6.365 1.132 0.227
H -0.093 5.253 -1.090 0.238
H 2.056 3.639 -0.620 0.258
H 3.015 -0.548 4.921 0.400
H 4.273 -1.647 5.272 0.390
H 3.619 -2.522 1.181 0.494
C -4.130 -3.043 -4.649 -0.630
C -2.911 -3.944 -4.534 0.098
C -3.003 -4.848 -3.315 -0.635
O -1.737 -3.141 -4.438 -0.727
H -4.219 -2.390 -3.773 0.207
H -4.044 -2.389 -5.523 0.211
H -5.049 -3.631 -4.740 0.199
H -2.818 -4.554 -5.439 0.163
H -3.052 -4.259 -2.393 0.221
H -2.114 -5.483 -3.238 0.215
H -3.888 -5.491 -3.367 0.196
H -1.812 -2.596 -3.637 0.480
```

Calculated values
HOMO-LUMO gap (hartree): 0.25573
F_max (eV Å⁻¹): 9.325
Spin multiplicity: 1
Charge: -1
HOMO (eV): -5.176

---

- Which formula does entry 3 have?
  C16H29N7OsS

---

- What is the F_max in the second record?
  4.850 eV Å⁻¹

---

- The highest F_max belongs to which entry?
  C16H29NO10P3S